[1]
{
  "formula": "C43H70Br2O21PS",
  "method": "the ωB97M-V functional and the def2-TZVPD basis",
  "e_homo_ha": -0.41349,
  "e_tot_ha": -9147.9884,
  "largest_force_ev_per_a": 1.9,
  "total_charge": 1,
  "species": ["C", "C", "Br", "C", "Br", "P", "C", "C", "C", "C", "S", "O", "O", "O", "H", "H", "H", "H", "H", "H", "H", "H", "H", "H", "H", "H", "H", "H", "H", "H", "O", "C", "O", "C", "C", "C", "H", "H", "H", "H", "H", "H", "O", "C", "O", "C", "C", "C", "H", "H", "H", "H", "H", "H", "O", "C", "O", "C", "C", "C", "H", "H", "H", "H", "H", "H", "O", "C", "O", "C", "C", "C", "H", "H", "H", "H", "H", "H", "O", "C", "O", "C", "C", "C", "H", "H", "H", "H", "H", "H", "O", "C", "O", "C", "C", "C", "H", "H", "H", "H", "H", "H", "O", "C", "O", "C", "C", "C", "H", "H", "H", "H", "H", "H", "O", "C", "O", "C", "C", "C", "H", "H", "H", "H", "H", "H", "O", "C", "O", "C", "C", "C", "H", "H", "H", "H", "H", "H"],
  "xyz": [[5.035, 0.834, 0.635], [3.590, 0.399, 0.389], [2.813, 1.595, -0.941], [3.557, -1.007, -0.168], [4.352, -2.276, 1.043], [1.897, -1.587, -0.693], [1.057, -2.742, 0.407], [-0.349, -2.308, 0.831], [-0.518, -1.200, 1.857], [-0.308, 0.250, 1.464], [-1.306, 0.850, 0.157], [-1.096, 2.242, 0.061], [-1.029, 0.115, -1.029], [-2.694, 0.573, 0.727], [5.310, 1.582, -0.068], [5.145, 1.195, 1.635], [5.723, 0.023, 0.506], [3.043, 0.490, 1.299], [4.140, -1.000, -1.067], [2.107, -2.205, -1.918], [1.071, -0.515, -0.979], [1.632, -2.991, 1.281], [0.951, -3.640, -0.163], [-0.954, -2.146, -0.033], [-0.758, -3.175, 1.307], [0.071, -1.378, 2.736], [-1.541, -1.275, 2.166], [-0.564, 0.849, 2.313], [0.691, 0.523, 1.227], [-3.330, 1.050, 0.134], [-4.275, 1.702, -1.132], [-4.236, 2.840, -1.537], [-3.924, 3.123, -2.797], [-3.856, 4.562, -2.982], [-4.693, 5.144, -1.858], [-4.484, 4.109, -0.749], [-2.808, 4.862, -2.923], [-4.239, 4.820, -3.964], [-4.406, 6.152, -1.590], [-5.738, 5.164, -2.155], [-3.598, 4.316, -0.146], [-5.351, 3.995, -0.105], [1.265, -2.220, 4.048], [2.208, -2.316, 4.788], [2.197, -3.077, 5.882], [3.438, -2.916, 6.628], [4.441, -2.409, 5.599], [3.538, -1.606, 4.658], [3.261, -2.200, 7.432], [3.721, -3.871, 7.062], [5.257, -1.839, 6.035], [4.875, -3.253, 5.062], [3.420, -0.571, 4.987], [3.860, -1.638, 3.626], [-4.045, 6.032, -7.319], [-3.201, 5.214, -7.149], [-2.545, 5.080, -5.965], [-1.510, 4.088, -6.079], [-1.922, 3.211, -7.258], [-2.656, 4.212, -8.152], [-0.560, 4.600, -6.252], [-1.448, 3.536, -5.144], [-1.081, 2.715, -7.737], [-2.617, 2.443, -6.920], [-1.980, 4.735, -8.829], [-3.465, 3.762, -8.716], [-6.645, 6.498, -4.094], [-6.577, 7.597, -3.631], [-6.000, 7.836, -2.429], [-6.159, 9.228, -2.071], [-6.391, 9.954, -3.392], [-7.117, 8.885, -4.212], [-7.011, 9.312, -1.394], [-5.264, 9.564, -1.555], [-6.945, 10.883, -3.279], [-5.435, 10.189, -3.860], [-8.197, 8.911, -4.051], [-6.894, 8.952, -5.272], [4.205, -5.408, 8.344], [4.395, -6.528, 7.968], [4.735, -7.521, 8.809], [4.998, -8.732, 8.072], [4.258, -8.560, 6.750], [4.338, -7.046, 6.543], [6.077, -8.824, 7.936], [4.645, -9.580, 8.652], [4.684, -9.145, 5.939], [3.215, -8.860, 6.863], [5.254, -6.753, 6.025], [3.471, -6.653, 6.018], [6.583, -2.688, -3.430], [5.709, -2.072, -3.946], [4.910, -1.219, -3.240], [3.875, -0.696, -4.092], [4.393, -0.844, -5.516], [5.259, -2.105, -5.398], [2.968, -1.285, -3.924], [3.677, 0.336, -3.816], [3.601, -0.909, -6.257], [5.020, 0.010, -5.770], [4.680, -3.016, -5.556], [6.116, -2.094, -6.062], [-11.368, 10.086, -4.909], [-11.127, 8.972, -5.252], [-10.594, 8.053, -4.407], [-10.305, 6.832, -5.124], [-11.209, 6.863, -6.351], [-11.304, 8.364, -6.632], [-9.245, 6.831, -5.388], [-10.504, 5.982, -4.478], [-10.823, 6.277, -7.181], [-12.194, 6.474, -6.095], [-10.490, 8.714, -7.268], [-12.257, 8.658, -7.057], [7.983, -3.957, 4.280], [7.986, -4.320, 3.146], [6.845, -4.387, 2.410], [7.127, -4.961, 1.114], [8.619, -4.733, 0.890], [9.164, -4.798, 2.319], [6.867, -6.020, 1.143], [6.511, -4.468, 0.367], [9.063, -5.452, 0.208], [8.782, -3.736, 0.480], [9.405, -5.818, 2.621], [10.024, -4.156, 2.475], [1.415, -6.955, 4.801], [0.724, -7.235, 5.733], [0.027, -8.386, 5.817], [-0.794, -8.387, 7.004], [-0.137, -7.382, 7.944], [0.459, -6.375, 6.958], [-1.806, -8.092, 6.721], [-0.824, -9.394, 7.409], [-0.830, -6.950, 8.662], [0.664, -7.867, 8.504], [-0.250, -5.594, 6.683], [1.380, -5.926, 7.320]]
}



[2]
{
  "formula": "C43H70F5FeN2O17",
  "method": "the ωB97M-V functional and the def2-TZVPD basis",
  "e_homo_ha": [-0.14475, -0.14316],
  "e_tot_ha": -4831.9233,
  "largest_force_ev_per_a": 8.2,
  "relative_energy_kcal_mol": 0.0,
  "s_squared": 6.010,
  "spin_multiplicity": 5,
  "total_charge": -1,
  "species": ["Fe", "C", "O", "O", "C", "F", "F", "F", "C", "C", "H", "H", "H", "H", "H", "H", "C", "C", "C", "O", "C", "C", "C", "O", "O", "O", "H", "H", "C", "C", "C", "C", "C", "C", "N", "O", "C", "C", "C", "H", "H", "H", "H", "H", "H", "H", "H", "H", "H", "H", "H", "H", "H", "H", "H", "H", "H", "H", "C", "C", "C", "C", "C", "C", "N", "O", "C", "C", "C", "H", "H", "H", "H", "H", "H", "H", "H", "H", "H", "H", "H", "H", "H", "H", "H", "H", "H", "H", "C", "C", "O", "C", "H", "H", "H", "H", "H", "H", "C", "C", "O", "C", "H", "H", "H", "H", "H", "H", "C", "C", "O", "C", "H", "H", "H", "H", "H", "H", "C", "C", "O", "C", "O", "O", "F", "H", "H", "H", "C", "C", "O", "C", "O", "O", "F", "H", "H", "H"],
  "xyz": [[-1.546, -1.891, -0.184], [1.325, -3.588, -0.833], [1.888, -2.480, -1.633], [0.172, -2.990, -0.221], [1.164, -4.885, -1.735], [2.307, -5.658, -1.671], [0.198, -5.715, -1.397], [0.951, -4.668, -3.034], [3.304, -2.596, -2.108], [3.359, -2.610, -3.677], [2.764, -1.850, -4.182], [4.318, -2.376, -4.141], [3.196, -3.602, -4.100], [3.873, -3.486, -1.839], [3.769, -1.698, -1.700], [2.152, -3.768, -0.147], [-5.355, -3.564, 0.855], [-6.470, -2.951, 1.266], [-6.617, -1.428, 1.221], [-7.749, -0.790, 1.566], [-5.589, -0.626, 0.920], [-4.250, -1.292, 0.546], [-4.150, -2.851, 0.522], [-3.056, -3.340, 0.103], [-3.195, -0.701, 0.235], [-7.509, -3.668, 1.557], [-5.334, -4.624, 0.648], [-5.704, 0.446, 0.973], [4.934, 0.726, 6.818], [4.061, 0.483, 5.546], [4.660, 1.322, 4.438], [4.041, 1.007, 3.042], [4.278, -0.451, 2.752], [3.788, -1.463, 3.720], [4.185, -0.924, 5.059], [4.007, -1.887, 6.140], [2.296, -1.683, 3.599], [4.441, -2.718, 3.353], [2.514, 0.898, 5.828], [4.533, 0.154, 7.655], [4.994, 1.763, 7.150], [6.003, 0.544, 6.708], [4.584, 2.367, 4.741], [5.737, 1.215, 4.310], [4.498, 1.792, 2.439], [2.960, 1.105, 3.145], [5.359, -0.572, 2.823], [4.151, -0.726, 1.705], [1.996, -2.304, 4.443], [1.793, -0.726, 3.464], [2.030, -2.372, 2.797], [5.492, -2.696, 3.641], [4.092, -3.494, 4.034], [4.264, -3.050, 2.330], [1.955, 1.246, 4.960], [2.421, 1.732, 6.523], [2.004, 0.136, 6.417], [3.056, -2.011, 6.102], [2.996, 3.646, -0.377], [1.822, 4.669, -0.584], [1.581, 4.954, -2.132], [0.226, 5.361, -2.646], [-0.884, 4.528, -1.925], [-0.783, 4.370, -0.300], [0.595, 3.952, -0.035], [0.724, 3.632, 1.283], [-1.076, 5.736, 0.347], [-1.797, 3.290, 0.224], [2.112, 6.005, 0.156], [3.963, 4.135, -0.494], [2.810, 2.900, -1.150], [3.019, 3.069, 0.547], [2.170, 5.826, -2.414], [2.110, 4.249, -2.773], [0.092, 5.138, -3.705], [0.029, 6.408, -2.415], [-1.050, 3.520, -2.306], [-1.780, 5.126, -2.087], [-0.592, 5.601, 1.314], [-0.658, 6.594, -0.179], [-2.140, 5.872, 0.543], [-2.830, 3.494, -0.058], [-1.597, 2.273, -0.114], [-1.777, 3.086, 1.294], [1.799, 5.974, 1.199], [1.563, 6.834, -0.291], [3.106, 6.431, 0.288], [0.575, 4.412, 1.822], [1.222, 0.914, -2.017], [0.553, 0.400, -0.825], [-0.450, -0.246, -1.001], [1.253, 0.522, 0.493], [1.091, 1.988, -2.146], [0.848, 0.652, -3.007], [2.229, 0.579, -2.268], [1.865, 1.424, 0.470], [1.882, -0.319, 0.784], [0.537, 0.744, 1.285], [-1.007, -1.162, 4.123], [-0.967, -2.178, 3.024], [-1.370, -1.823, 1.916], [-0.433, -3.623, 3.327], [-1.946, -1.388, 4.627], [-1.034, -0.118, 3.811], [-0.213, -1.079, 4.866], [0.006, -3.749, 4.317], [0.259, -3.902, 2.532], [-1.364, -4.186, 3.255], [-2.824, -4.581, -2.974], [-2.102, -3.218, -3.127], [-2.107, -2.354, -2.245], [-1.593, -2.909, -4.490], [-3.546, -4.726, -2.170], [-2.108, -5.391, -2.835], [-3.258, -4.731, -3.962], [-1.133, -3.812, -4.891], [-0.887, -2.091, -4.630], [-2.460, -2.750, -5.131], [-1.338, 1.802, -5.813], [-2.473, 0.836, -6.262], [-3.250, 0.887, -5.033], [-2.430, 1.181, -3.949], [-2.789, 1.244, -2.794], [-1.137, 1.523, -4.392], [-1.954, -0.318, -6.571], [-1.673, 2.833, -5.923], [-0.425, 1.744, -6.406], [-3.225, 1.092, -7.009], [-5.967, -0.845, -2.488], [-5.241, -1.965, -3.186], [-5.066, -1.296, -4.473], [-6.134, -0.360, -4.572], [-6.485, 0.168, -5.613], [-6.694, -0.218, -3.517], [-6.044, -3.090, -3.274], [-5.364, -0.039, -2.069], [-6.603, -1.143, -1.655], [-4.322, -2.165, -2.635]]
}



[3]
{
  "formula": "C43H71NO17",
  "method": "the ωB97M-V functional and the def2-TZVPD basis",
  "e_homo_ha": -0.29591,
  "e_tot_ha": -3014.8071,
  "largest_force_ev_per_a": 5.5,
  "relative_energy_kcal_mol": 55.0,
  "species": ["C", "C", "C", "N", "C", "H", "H", "H", "H", "H", "O", "C", "C", "C", "C", "O", "H", "H", "H", "H", "H", "H", "O", "C", "C", "C", "C", "O", "H", "H", "H", "H", "H", "H", "O", "C", "C", "C", "C", "O", "H", "H", "H", "H", "H", "H", "O", "C", "C", "C", "C", "O", "H", "H", "H", "H", "H", "H", "O", "C", "C", "C", "C", "O", "H", "H", "H", "H", "H", "H", "O", "C", "C", "C", "C", "O", "H", "H", "H", "H", "H", "H", "C", "C", "C", "O", "H", "H", "H", "H", "H", "H", "C", "C", "C", "O", "H", "H", "H", "H", "H", "H", "C", "C", "C", "O", "H", "H", "H", "H", "H", "H", "C", "C", "C", "O", "H", "H", "H", "H", "H", "H", "C", "C", "C", "O", "H", "H", "H", "H", "H", "H"],
  "xyz": [[6.992, -0.127, 4.603], [5.610, 0.040, 4.695], [5.229, 0.585, 3.480], [6.325, 0.877, 2.702], [7.431, 0.335, 3.321], [7.676, -0.469, 5.366], [5.003, -0.254, 5.539], [4.232, 0.751, 3.099], [6.304, 1.266, 1.770], [8.378, 0.450, 2.814], [1.068, -1.656, -2.654], [0.305, -0.998, -1.939], [0.414, -0.701, -0.462], [-0.472, 0.592, -0.370], [-1.384, 0.545, -1.536], [-0.785, -0.407, -2.437], [-0.155, -1.475, 0.053], [1.407, -0.591, -0.027], [-0.990, 0.537, 0.588], [0.169, 1.474, -0.358], [-2.319, 0.129, -1.163], [-1.593, 1.503, -2.013], [-0.137, -5.335, 6.481], [-0.476, -4.285, 5.908], [-1.687, -3.821, 5.152], [-1.597, -2.335, 5.268], [-0.109, -2.146, 5.255], [0.396, -3.268, 5.909], [-1.682, -4.187, 4.125], [-2.609, -4.220, 5.576], [-2.062, -1.724, 4.495], [-2.016, -2.027, 6.226], [0.249, -2.056, 4.229], [0.199, -1.250, 5.792], [2.811, -4.766, 1.751], [3.926, -4.908, 2.227], [4.436, -5.842, 3.336], [5.765, -5.235, 3.602], [6.184, -4.494, 2.319], [4.957, -4.149, 1.711], [3.802, -5.750, 4.217], [4.654, -6.886, 3.111], [5.809, -4.562, 4.459], [6.533, -5.963, 3.865], [6.758, -3.590, 2.523], [6.760, -5.154, 1.670], [-6.178, -6.157, 2.898], [-6.330, -4.943, 2.732], [-6.854, -4.000, 3.686], [-7.311, -2.899, 2.755], [-6.355, -3.006, 1.587], [-6.060, -4.352, 1.629], [-7.732, -4.376, 4.212], [-6.160, -3.718, 4.478], [-8.345, -2.994, 2.421], [-7.191, -1.918, 3.216], [-6.736, -2.674, 0.621], [-5.460, -2.401, 1.731], [-2.572, 9.654, 1.156], [-2.442, 9.064, 0.101], [-2.629, 9.560, -1.292], [-2.401, 8.376, -2.214], [-1.934, 7.236, -1.279], [-2.110, 7.752, 0.094], [-3.648, 9.939, -1.369], [-1.908, 10.367, -1.423], [-3.305, 8.291, -2.818], [-1.584, 8.698, -2.860], [-2.556, 6.358, -1.452], [-0.869, 7.016, -1.357], [-0.201, 1.019, -8.214], [-0.487, 2.005, -7.612], [-1.842, 2.788, -7.601], [-1.583, 3.741, -6.435], [-0.037, 3.868, -6.257], [0.461, 2.641, -6.843], [-1.907, 3.148, -8.628], [-2.650, 2.082, -7.408], [-2.171, 4.658, -6.393], [-2.020, 3.324, -5.528], [0.459, 4.728, -6.707], [0.202, 3.874, -5.193], [5.782, -0.748, -2.256], [5.272, 0.710, -2.482], [4.592, 0.937, -3.803], [5.533, 1.574, -1.617], [6.454, -0.952, -3.090], [4.892, -1.370, -2.349], [6.260, -0.867, -1.284], [3.675, 1.525, -3.754], [4.433, -0.025, -4.290], [5.229, 1.547, -4.443], [1.879, -6.607, -3.456], [3.313, -6.204, -3.922], [3.534, -5.371, -5.230], [4.327, -6.639, -3.347], [1.410, -5.722, -3.027], [1.837, -7.348, -2.658], [1.309, -6.905, -4.337], [2.756, -4.608, -5.268], [3.389, -6.097, -6.031], [4.518, -4.902, -5.246], [2.672, 5.362, 2.168], [1.774, 5.905, 3.228], [2.053, 7.265, 3.730], [0.831, 5.227, 3.665], [2.089, 4.984, 1.328], [3.328, 4.547, 2.473], [3.169, 6.202, 1.684], [2.319, 7.974, 2.946], [2.832, 7.246, 4.493], [1.136, 7.621, 4.199], [-4.421, 3.661, 3.633], [-5.431, 2.655, 3.024], [-6.941, 2.780, 3.246], [-5.027, 1.714, 2.288], [-4.189, 3.504, 4.686], [-4.950, 4.606, 3.514], [-3.479, 3.671, 3.084], [-7.507, 1.864, 3.078], [-7.319, 3.564, 2.591], [-7.105, 3.101, 4.275], [-3.460, -4.558, -4.040], [-3.951, -3.923, -5.337], [-3.411, -2.580, -5.783], [-4.729, -4.578, -6.013], [-2.436, -4.933, -4.056], [-4.201, -5.342, -3.889], [-3.610, -3.828, -3.245], [-2.393, -2.800, -6.105], [-3.372, -1.812, -5.011], [-3.928, -2.227, -6.675]]
}